{
  "formula": "C38H71IN5O5PS",
  "method": "the ωB97M-V functional and the def2-TZVPD basis",
  "gap_ha": 0.30472,
  "energy_ev": -86466.3990,
  "largest_force_ev_per_a": 6.14,
  "e_lumo_ev": -0.1303,
  "symbols": ["C", "C", "C", "C", "C", "C", "C", "C", "C", "C", "C", "C", "P", "O", "I", "C", "C", "C", "C", "C", "O", "C", "O", "S", "O", "O", "H", "H", "H", "H", "H", "H", "H", "H", "H", "H", "H", "H", "H", "H", "H", "H", "H", "H", "H", "H", "H", "H", "H", "H", "H", "H", "H", "H", "H", "H", "H", "H", "H", "H", "H", "H", "C", "C", "C", "C", "N", "H", "H", "H", "H", "H", "H", "H", "C", "C", "C", "C", "N", "H", "H", "H", "H", "H", "H", "H", "C", "C", "C", "C", "N", "H", "H", "H", "H", "H", "H", "H", "C", "C", "C", "C", "N", "H", "H", "H", "H", "H", "H", "H", "C", "C", "C", "C", "N", "H", "H", "H", "H", "H", "H", "H"],
  "positions_angstrom": [[-4.93, 0.03, 1.93], [-3.50, -0.04, 1.25], [-2.91, -1.51, 1.08], [-3.01, -2.11, -0.39], [-2.42, -1.18, -1.54], [-1.18, -0.28, -1.07], [-0.18, 0.09, -2.24], [1.10, 0.76, -1.54], [2.26, -0.26, -1.23], [2.23, -0.90, 0.22], [2.68, 0.07, 1.40], [3.10, -0.89, 2.64], [4.45, -0.13, 3.76], [4.00, -0.29, 5.42], [4.67, 2.32, 3.36], [1.76, -1.30, 3.41], [1.98, -2.62, 4.30], [0.86, -3.69, 3.85], [1.28, -4.44, 2.50], [0.08, -5.32, 1.92], [-0.66, -5.99, 2.96], [1.07, -0.11, 4.20], [1.39, 1.21, 3.72], [1.34, 1.16, 2.04], [-0.02, 0.68, 1.66], [1.51, 2.58, 1.59], [-5.04, 1.09, 2.34], [-5.08, -0.70, 2.78], [-5.75, -0.07, 1.16], [-2.75, 0.53, 1.89], [-3.56, 0.50, 0.25], [-1.82, -1.50, 1.42], [-3.45, -2.19, 1.81], [-4.07, -2.43, -0.62], [-2.39, -3.06, -0.40], [-3.23, -0.53, -2.01], [-2.04, -1.88, -2.35], [-0.66, -0.88, -0.26], [-1.54, 0.67, -0.56], [0.15, -0.78, -2.87], [-0.66, 0.89, -2.91], [1.51, 1.50, -2.31], [0.76, 1.38, -0.67], [3.31, 0.15, -1.44], [2.14, -1.13, -1.96], [1.24, -1.40, 0.48], [2.98, -1.76, 0.22], [3.54, 0.68, 1.01], [3.54, -1.87, 2.26], [4.40, -1.14, 5.68], [1.02, -1.60, 2.60], [2.97, -3.05, 3.96], [1.95, -2.41, 5.40], [-0.10, -3.14, 3.59], [0.62, -4.41, 4.68], [2.16, -5.12, 2.74], [1.52, -3.69, 1.69], [-0.61, -4.72, 1.25], [0.54, -6.12, 1.24], [-1.17, -6.70, 2.52], [1.23, -0.22, 5.32], [-0.06, -0.23, 4.06], [-1.43, 3.39, -6.76], [-2.04, 4.23, -5.64], [-1.71, 3.70, -4.25], [-2.24, 2.31, -4.09], [-2.66, 1.24, -3.96], [-1.82, 2.37, -6.75], [-1.66, 3.81, -7.74], [-0.34, 3.34, -6.66], [-3.12, 4.27, -5.78], [-1.67, 5.26, -5.73], [-2.15, 4.34, -3.48], [-0.63, 3.68, -4.09], [2.05, 3.09, 6.04], [1.94, 4.60, 6.17], [1.64, 5.05, 7.61], [0.34, 4.47, 8.07], [-0.67, 4.02, 8.42], [1.11, 2.59, 6.29], [2.29, 2.82, 5.01], [2.84, 2.69, 6.69], [1.15, 4.96, 5.50], [2.87, 5.06, 5.84], [1.58, 6.14, 7.66], [2.43, 4.72, 8.28], [6.47, 0.19, -2.18], [7.52, 0.29, -1.08], [7.82, -1.06, -0.42], [6.58, -1.61, 0.21], [5.62, -2.04, 0.70], [5.51, -0.15, -1.79], [6.31, 1.16, -2.64], [6.79, -0.51, -2.96], [7.17, 1.00, -0.32], [8.44, 0.69, -1.50], [8.59, -0.94, 0.35], [8.20, -1.77, -1.16], [-8.63, -3.73, 2.65], [-8.67, -2.26, 3.04], [-9.17, -1.35, 1.91], [-8.27, -1.46, 0.73], [-7.56, -1.55, -0.20], [-7.93, -3.91, 1.83], [-8.30, -4.34, 3.49], [-9.62, -4.08, 2.35], [-7.67, -1.94, 3.35], [-9.33, -2.14, 3.91], [-9.20, -0.31, 2.25], [-10.18, -1.64, 1.61], [0.74, 0.30, -9.33], [1.64, 1.14, -10.23], [1.57, 2.64, -9.91], [0.17, 3.13, -10.11], [-0.92, 3.52, -10.28], [-0.31, 0.56, -9.46], [0.85, -0.76, -9.57], [1.00, 0.44, -8.28], [1.37, 0.97, -11.27], [2.68, 0.81, -10.11], [2.24, 3.20, -10.57], [1.87, 2.83, -8.88]],
  "lowdin_charge": [-0.129, -0.246, -0.217, -0.206, -0.209, -0.211, -0.188, -0.194, -0.175, -0.185, -0.332, -0.456, 0.588, -0.407, 0.511, -0.301, -0.144, -0.184, -0.161, -0.259, -0.102, -0.192, -0.308, 0.725, -0.307, -0.347, 0.072, 0.063, 0.046, 0.098, 0.104, 0.083, 0.103, 0.107, 0.095, 0.087, 0.107, 0.079, 0.110, 0.108, 0.063, 0.105, 0.086, 0.094, 0.115, 0.104, 0.101, 0.096, 0.079, 0.036, 0.110, 0.108, 0.111, 0.118, 0.111, 0.118, 0.104, 0.114, 0.118, 0.090, 0.135, 0.136, -0.120, -0.265, -0.175, -0.205, 0.174, 0.073, 0.048, 0.072, 0.114, 0.109, 0.116, 0.116, -0.137, -0.260, -0.187, -0.225, 0.131, 0.074, -0.017, 0.082, 0.116, 0.107, 0.111, 0.115, -0.105, -0.262, -0.174, -0.184, 0.170, 0.046, 0.077, 0.080, 0.111, 0.110, 0.117, 0.119, -0.113, -0.269, -0.183, -0.219, 0.143, 0.070, 0.072, 0.076, 0.104, 0.108, 0.114, 0.116, -0.111, -0.271, -0.185, -0.214, 0.143, 0.071, 0.073, 0.076, 0.112, 0.107, 0.114, 0.113]
}